# 1
The following is a quantum chemistry calculation of a single C17H22N2O2 molecule at a distorted geometry, from the Open Molecules 2025 dataset.

```
43
C17H22N2O2 | the Open Molecules 2025 dataset | the ωB97M-V functional and the def2-TZVPD basis
O 1.541 2.648 -0.676
C 0.396 2.010 -1.085
C 1.065 0.819 -1.947
O 1.820 -0.110 -1.143
C 2.419 -1.296 -1.772
C 1.516 -2.540 -1.532
C 2.241 -3.815 -1.927
C 3.065 -4.404 -0.834
C 3.043 -3.873 0.492
C 2.026 -2.785 0.933
C 0.882 -2.541 -0.172
C -0.612 1.410 -0.009
N -1.280 2.451 0.686
C -0.575 3.427 1.487
N -1.387 4.020 2.432
C -2.636 3.328 2.242
C -3.771 3.622 2.945
C -4.944 2.945 2.599
C -4.930 1.981 1.508
C -3.729 1.778 0.835
C -2.579 2.442 1.195
H 2.187 1.934 -0.564
H -0.136 2.677 -1.783
H 1.760 1.296 -2.630
H 0.226 0.222 -2.445
H 3.419 -1.476 -1.345
H 2.491 -1.084 -2.827
H 0.711 -2.337 -2.293
H 1.441 -4.588 -2.162
H 2.779 -3.657 -2.849
H 3.523 -5.375 -0.958
H 3.735 -4.181 1.332
H 2.561 -1.879 1.129
H 1.531 -3.046 1.829
H 0.171 -3.397 -0.203
H 0.305 -1.617 -0.040
H -0.175 0.623 0.608
H -1.372 0.763 -0.604
H 0.471 3.730 1.344
H -3.716 4.315 3.739
H -5.898 3.173 3.032
H -5.838 1.314 1.368
H -3.749 1.073 0.064
```

Results
Highest occupied orbital energy: -0.3115 Eh
SMILES: O[C@@H](COC[C@H]1CC=CCC1)Cn1cnc2ccccc21
Relative energy (zero: lowest compared OMol25 entry of this formula, charge and spin): 491.1 kJ/mol
DFT total energy: -25058.395 eV
F_max: 5.02 eV/Å
Spin multiplicity: 1

Löwdin population analysis, charges in e, atoms 1 to 5: -0.032, -0.313, -0.142, -0.196, -0.128

=====

# 2
The following is a quantum chemistry calculation of a molecular structure, C29H47N2O2P2Pd at a distorted geometry, from the Open Molecules 2025 dataset.

```
83
C29H47N2O2P2Pd | the Open Molecules 2025 dataset | the ωB97M-V functional and the def2-TZVPD basis
C -0.244 3.329 -2.890
C -0.345 1.959 -2.514
N 0.712 1.439 -1.770
C 1.539 2.238 -1.081
C 1.456 3.625 -1.232
C 0.579 4.167 -2.184
C -1.432 1.136 -2.878
P -1.485 -0.537 -2.240
Pd 0.663 -0.681 -1.262
P 2.662 -0.162 -0.258
C 2.439 1.632 -0.017
C 0.845 -2.779 -0.949
C -0.249 -3.283 -0.283
C -0.321 -4.666 -0.025
C 0.711 -5.514 -0.446
C 1.821 -4.982 -1.118
C 1.891 -3.601 -1.376
O 0.058 0.458 -6.177
O 0.615 -2.812 -5.002
H -0.946 3.683 -3.647
H 2.079 4.234 -0.603
H 0.552 5.251 -2.326
C -2.772 -0.273 -0.989
C -2.159 -1.902 -3.235
H 3.423 2.123 -0.010
H 1.966 1.786 0.976
H -0.248 0.354 -5.311
H -1.962 1.469 -3.793
C 2.906 -0.910 1.347
C 4.203 -0.300 -1.186
H -1.036 -2.602 0.027
H -1.189 -5.063 0.510
H 0.648 -6.591 -0.250
H 2.629 -5.644 -1.445
H 2.726 -3.198 -1.946
H 1.783 -1.411 -2.186
H 1.597 -2.887 -4.988
H 0.427 -1.892 -5.255
H 0.900 0.915 -6.130
H 2.140 -0.692 -2.444
H -3.298 0.616 -1.382
H -3.478 -1.105 -0.879
H -2.323 -0.004 -0.016
H -3.017 -1.533 -3.813
H -1.378 -2.317 -3.886
H -2.516 -2.697 -2.568
H 4.989 0.204 -0.609
H 4.472 -1.355 -1.313
H 4.110 0.182 -2.167
H 3.846 -0.542 1.776
H 2.067 -0.665 2.008
H 2.956 -1.997 1.222
C 1.434 2.371 4.893
C 0.616 2.273 3.634
C 0.202 3.438 2.978
C -0.586 3.382 1.821
C -1.029 4.644 1.142
C -0.978 2.143 1.332
C -0.721 0.931 2.053
C 0.223 1.040 3.128
N -1.354 -0.220 1.730
C -2.294 -0.871 2.680
C -1.588 -1.344 3.942
C -3.433 0.066 3.086
C -2.902 -2.090 1.996
H 2.274 3.065 4.756
H 0.827 2.752 5.728
H 1.823 1.387 5.174
H 0.494 4.417 3.376
H -1.773 5.180 1.750
H -0.180 5.322 0.988
H -1.479 4.417 0.169
H -1.577 2.087 0.416
H 0.578 0.122 3.602
H -1.255 -0.498 4.547
H -2.273 -1.950 4.548
H -0.719 -1.955 3.686
H -3.954 0.451 2.205
H -4.154 -0.472 3.712
H -3.055 0.922 3.657
H -3.655 -2.551 2.650
H -2.135 -2.841 1.776
H -3.391 -1.818 1.056
```

Results
Highest occupied orbital energy (alpha / beta): -0.3016 / -0.3974 Eh
Relative energy (zero: lowest compared OMol25 entry of this formula, charge and spin): 0.0 kJ/mol
DFT total energy: -59957.035 eV
Net charge: +1
F_max: 2.64 eV/Å
Spin multiplicity: 5

Löwdin population analysis, charges in e, atoms 1 to 5: -0.008, -0.340, -0.003, -0.311, -0.008

=====

# 3
The following is a quantum chemistry calculation of a single C3H5N molecule at a distorted geometry, from the Open Molecules 2025 dataset.

```
9
C3H5N | the Open Molecules 2025 dataset | the ωB97M-V functional and the def2-TZVPD basis
C 1.551 0.215 -0.222
C 0.453 0.326 0.538
N -0.845 0.473 0.073
C -1.680 -0.415 -0.216
H 2.519 0.147 0.255
H 1.534 0.634 -1.223
H 0.654 0.295 1.604
H -2.685 -0.523 0.213
H -1.500 -1.153 -1.023
```

Results
Highest occupied orbital energy: -0.3136 Eh
SMILES: C=CN=C
Relative energy (zero: lowest compared OMol25 entry of this formula, charge and spin): 271.7 kJ/mol
DFT total energy: -4679.042 eV
F_max: 3.51 eV/Å
Spin multiplicity: 1

Löwdin population analysis, charges in e, atoms 1 to 5: -0.007, -0.264, -0.021, -0.047, 0.040

=====

# 4
The following is a quantum chemistry calculation of 8 unconnected molecules or ions with the total composition C40H91BN5O20 at a distorted geometry, from the Open Molecules 2025 dataset.

```
157
C40H91BN5O20 | the Open Molecules 2025 dataset | the ωB97M-V functional and the def2-TZVPD basis
O 3.060 -1.053 -3.169
C 2.534 -0.164 -2.549
O 1.200 0.138 -2.590
B 0.923 1.291 -1.742
O 2.161 1.488 -0.980
C 3.147 0.807 -1.543
O 4.347 0.781 -1.064
O -0.288 1.004 -0.974
C -1.115 2.039 -0.952
O -2.253 2.113 -0.411
C -0.602 3.005 -2.018
O 0.606 2.537 -2.427
O -1.265 3.977 -2.489
C 5.851 -2.066 -5.716
C 6.520 -1.374 -4.512
C 6.442 0.176 -4.535
O 5.814 -1.804 -3.326
H 6.472 -1.824 -6.579
H 4.844 -1.689 -5.898
H 5.658 -3.138 -5.684
H 7.560 -1.660 -4.359
H 7.001 0.573 -5.382
H 6.708 0.554 -3.548
H 5.400 0.426 -4.729
H 4.968 -1.390 -3.143
C -4.664 -0.227 -2.306
C -4.529 0.126 -3.748
C -3.050 0.537 -4.268
O -4.862 -1.016 -4.538
H -4.127 -1.125 -2.001
H -5.713 -0.253 -2.014
H -4.221 0.526 -1.653
H -5.274 0.913 -3.865
H -2.886 1.574 -3.972
H -2.873 0.339 -5.325
H -2.282 0.092 -3.636
H -4.136 -1.632 -4.659
C -6.193 2.804 -0.163
O -6.428 3.254 1.190
C -7.707 3.398 1.516
C -8.354 4.563 0.843
N -7.574 5.751 0.592
C -7.500 6.590 1.795
C -6.943 7.940 1.368
O -5.744 7.913 0.662
C -4.553 7.383 1.352
H -5.195 2.402 -0.337
H -6.130 3.604 -0.901
H -6.862 1.988 -0.435
H -7.728 3.548 2.595
H -8.270 2.471 1.399
H -9.160 4.772 1.547
H -8.852 4.158 -0.038
H -6.645 5.385 0.441
H -7.010 6.182 2.679
H -8.515 6.792 2.136
H -6.839 8.475 2.312
H -7.730 8.463 0.826
H -4.606 7.526 2.431
H -3.581 7.784 1.065
H -4.552 6.310 1.160
C 1.926 -6.553 2.829
O 1.289 -5.299 3.309
C -0.115 -5.375 3.155
C -0.767 -4.023 3.183
N -1.131 -3.626 4.557
C -1.663 -2.250 4.731
C -0.758 -1.067 4.389
O -0.430 -0.822 2.962
C -1.598 -0.665 2.211
H 1.445 -7.012 1.965
H 1.869 -7.353 3.567
H 2.922 -6.181 2.586
H -0.350 -6.035 3.990
H -0.379 -5.778 2.177
H -1.431 -3.671 2.394
H 0.091 -3.362 3.058
H -0.326 -3.795 5.143
H -1.825 -2.286 5.808
H -2.704 -2.196 4.413
H 0.175 -1.241 4.925
H -1.326 -0.235 4.806
H -1.297 -0.394 1.199
H -2.333 0.082 2.512
H -2.162 -1.570 1.983
C 3.419 6.500 -3.333
O 2.772 6.423 -2.088
C 1.379 5.926 -2.156
C 0.722 5.888 -0.688
N 1.719 5.536 0.374
C 2.223 4.203 0.341
C 3.313 3.910 1.398
O 4.559 4.553 1.348
C 5.603 3.882 2.156
H 4.331 7.088 -3.228
H 2.883 6.923 -4.183
H 3.747 5.534 -3.717
H 1.378 4.951 -2.641
H 0.704 6.532 -2.761
H -0.122 5.199 -0.651
H 0.434 6.889 -0.367
H 1.382 5.609 1.323
H 2.605 3.824 -0.607
H 1.408 3.550 0.654
H 3.509 2.838 1.402
H 2.874 4.025 2.389
H 5.677 2.850 1.812
H 5.283 3.905 3.198
H 6.498 4.501 2.211
C 3.114 -0.332 3.873
O 4.496 -0.114 3.632
C 4.932 -0.309 2.228
C 4.646 -1.673 1.717
N 5.605 -2.548 2.487
C 6.069 -3.882 1.913
C 5.122 -4.341 0.740
O 5.580 -5.655 0.243
C 4.921 -6.164 -0.982
H 2.811 -1.320 3.525
H 2.315 0.362 3.615
H 3.129 -0.332 4.963
H 5.997 -0.098 2.316
H 4.736 0.515 1.541
H 4.886 -1.544 0.662
H 3.585 -1.885 1.846
H 6.193 -2.113 3.183
H 6.128 -4.691 2.640
H 7.059 -3.727 1.484
H 5.316 -3.645 -0.076
H 4.055 -4.336 0.961
H 5.334 -5.621 -1.832
H 3.837 -6.070 -0.925
H 5.233 -7.182 -1.216
C 1.081 -2.787 -0.304
O -0.192 -3.251 0.144
C -1.316 -2.643 -0.462
C -1.504 -3.158 -1.911
N -1.917 -4.569 -2.056
C -3.346 -4.813 -1.709
C -3.624 -6.119 -1.095
O -2.871 -6.338 0.104
C -3.345 -7.108 1.163
H 1.751 -3.008 0.527
H 1.038 -1.707 -0.444
H 1.352 -3.306 -1.223
H -1.135 -1.570 -0.530
H -2.260 -2.847 0.044
H -0.620 -2.955 -2.516
H -2.250 -2.491 -2.343
H -1.517 -5.180 -1.358
H -3.956 -4.693 -2.604
H -3.749 -4.046 -1.047
H -3.440 -6.958 -1.766
H -4.710 -6.047 -1.034
H -3.670 -8.061 0.746
H -4.244 -6.666 1.592
H -2.482 -7.365 1.777
```

Results
Highest occupied orbital energy (alpha / beta): -0.2912 / -0.2912 Eh
DFT total energy: -92021.865 eV
F_max: 5.70 eV/Å
Spin multiplicity: 2

Löwdin population analysis, charges in e, atoms 1 to 5: 0.144, -0.326, 0.222, -0.965, 0.211

=====

# 5
The following is a quantum chemistry calculation of 2 unconnected molecules or ions with the total composition C3H8NO4 at a distorted geometry, from the Open Molecules 2025 dataset.

```
16
C3H8NO4 | the Open Molecules 2025 dataset | the ωB97M-V functional and the def2-TZVPD basis
C -0.128 0.511 -1.295
C -0.818 1.838 -1.523
O -1.548 1.886 -2.738
N 0.143 0.245 0.114
C 1.024 -0.914 0.388
O 0.758 -1.456 1.491
O 1.882 -1.161 -0.461
H 0.852 0.401 -1.752
H -0.734 -0.321 -1.724
H -1.474 2.077 -0.678
H -0.059 2.617 -1.597
H -2.021 1.058 -2.855
H -0.657 0.214 0.718
H -0.324 -1.307 2.784
H 0.079 -0.587 3.978
O -0.642 -1.140 3.697
```

Results
Highest occupied orbital energy: -0.1804 Eh
Relative energy (zero: lowest compared OMol25 entry of this formula, charge and spin): 26.1 kJ/mol
DFT total energy: -12922.955 eV
Net charge: -1
F_max: 1.53 eV/Å
Spin multiplicity: 1

Löwdin population analysis, charges in e, atoms 1 to 5: -0.233, -0.270, -0.092, 0.012, -0.748

=====

# 6
The following is a quantum chemistry calculation of a molecular structure, C25H55NO2Si2Zn at a distorted geometry, from the Open Molecules 2025 dataset.

```
86
C25H55NO2Si2Zn | the Open Molecules 2025 dataset | the ωB97M-V functional and the def2-TZVPD basis
O -1.761 -1.581 -1.125
O 1.009 1.313 -4.513
C -0.686 -2.590 -1.322
C -1.180 -4.007 -1.617
H -0.132 -2.598 -0.363
H -0.021 -2.261 -2.141
H -1.556 -4.487 -0.712
H -0.317 -4.574 -1.987
H -1.939 -4.062 -2.400
C -1.846 -0.604 -2.187
C -1.669 -1.035 -3.652
H -1.073 0.149 -1.981
H -2.822 -0.126 -2.089
H -0.678 -0.722 -4.026
H -2.412 -0.468 -4.249
H -1.815 -2.109 -3.873
C 0.633 2.491 -3.817
C 2.416 1.140 -4.627
C -0.813 2.814 -4.142
H 1.262 3.335 -4.122
H 0.752 2.350 -2.727
H -0.926 3.011 -5.208
H -1.114 3.701 -3.594
H -1.482 1.993 -3.875
C 2.724 0.441 -5.939
H 2.780 0.526 -3.778
H 2.939 2.107 -4.601
H 2.107 -0.447 -6.077
H 3.772 0.155 -5.965
H 2.532 1.124 -6.769
H 2.800 -0.697 0.723
Zn -1.601 -0.895 0.982
C 3.258 -0.469 -0.216
Si 4.562 0.837 0.089
H 3.689 -1.408 -0.586
H 2.475 -0.120 -0.916
C 5.960 0.502 -1.128
C 5.216 0.765 1.848
C 3.889 2.550 -0.299
C -3.227 -1.980 1.332
Si -4.385 -0.528 1.014
H -3.356 -2.386 2.356
H -3.288 -2.807 0.601
C -5.716 -1.078 -0.186
C -3.590 0.985 0.202
C -4.916 0.080 2.710
H 3.325 2.544 -1.251
H 4.721 3.250 -0.422
H 3.232 2.916 0.498
H 6.205 -0.556 -1.173
H 6.862 1.050 -0.844
H 5.677 0.852 -2.137
H 5.322 -0.276 2.205
H 4.547 1.294 2.557
H 6.203 1.229 1.897
H -4.163 1.220 -0.705
H -2.532 0.897 -0.112
H -3.641 1.840 0.889
H -5.852 0.651 2.639
H -4.147 0.731 3.155
H -5.071 -0.771 3.391
H -6.666 -0.564 0.004
H -5.879 -2.161 -0.111
H -5.409 -0.855 -1.218
C 0.589 -3.024 3.714
N 0.466 -1.589 3.786
C 1.644 -0.912 4.279
C -0.796 -1.105 4.336
C -1.053 0.295 3.857
C -1.165 1.309 4.830
C -1.133 2.635 4.456
C -0.965 2.953 3.113
C -0.935 1.909 2.139
C -1.097 0.558 2.473
H -0.269 -3.432 3.154
H 0.611 -3.497 4.715
H 1.518 -3.268 3.180
H 1.797 -1.079 5.363
H 2.519 -1.301 3.744
H 1.564 0.166 4.109
H -1.605 -1.782 4.016
H -0.751 -1.106 5.447
H -1.242 1.025 5.889
H -1.228 3.432 5.197
H -0.862 3.994 2.795
H -0.797 2.199 1.096
```

Results
Highest occupied orbital energy: -0.2766 Eh
Relative energy (zero: lowest compared OMol25 entry of this formula, charge and spin): 0.0 kJ/mol
DFT total energy: -96574.318 eV
F_max: 2.08 eV/Å
Spin multiplicity: 1

Löwdin population analysis, charges in e, atoms 1 to 5: -0.273, -0.176, -0.217, -0.063, 0.107